[1]
H32O16 | ωB97M-V with the def2-TZVPD basis set

## Properties
F_max: 0.0903 Eh/bohr
charge: 0
orbital gap: 0.301 Eh
energy relative to the best compared isomer or geometry (same formula, charge and spin): 587.8 kJ/mol
electronic energy: -1222.974870 a.u.

CARTESIAN COORDINATES (ANGSTROEM)
1 O -11.9050 -6.2500 -17.9690
2 H -12.8230 -6.2420 -17.5910
3 H -11.5400 -5.4220 -17.9490
4 O -17.4650 -8.4290 -14.9040
5 H -17.7100 -7.5210 -14.7420
6 H -17.8740 -8.5380 -15.7360
7 O -16.2660 -11.0480 -14.3740
8 H -16.7960 -11.7450 -14.0320
9 H -16.9120 -10.3220 -14.5100
10 O -16.3950 -9.3040 -12.1420
11 H -16.7110 -10.1460 -11.8090
12 H -16.2220 -9.5690 -12.9950
13 O -14.2860 -6.0450 -16.6070
14 H -14.9310 -5.4940 -16.1400
15 H -14.8300 -6.6480 -17.1800
16 O -12.5130 -3.9230 -16.4420
17 H -12.9180 -4.6930 -15.9790
18 H -12.1650 -3.3950 -15.7350
19 O -14.7530 -10.2510 -16.5880
20 H -14.0020 -10.5840 -17.0920
21 H -14.4930 -10.5080 -15.7150
22 O -17.7260 -5.9320 -14.1380
23 H -18.2720 -5.1650 -13.8640
24 H -17.2720 -5.6880 -14.9510
25 O -13.0240 -5.6920 -13.9320
26 H -12.5760 -4.9260 -13.5820
27 H -13.9980 -5.5460 -13.9770
28 O -12.5100 -8.3960 -15.7460
29 H -13.3640 -8.0890 -15.4720
30 H -12.5660 -8.5560 -16.6720
31 O -13.2320 -10.1720 -13.9310
32 H -12.9790 -9.7170 -14.7550
33 H -12.4930 -10.5940 -13.5210
34 O -14.8900 -7.6410 -14.7230
35 H -14.6240 -7.0810 -15.4930
36 H -15.7600 -8.0240 -14.8630
37 O -15.5210 -6.5370 -12.2270
38 H -16.4160 -6.1810 -12.1200
39 H -15.3940 -6.9190 -13.0900
40 O -15.3630 -7.9460 -18.0510
41 H -16.3140 -7.9890 -18.0250
42 H -15.1790 -8.6620 -17.4390
43 O -15.1350 -4.2950 -14.5970
44 H -15.8080 -4.1380 -13.9910
45 H -14.6100 -3.5040 -14.5320
46 O -12.1400 -7.8130 -12.6740
47 H -12.2830 -8.5150 -13.2890
48 H -12.6610 -7.1240 -13.0970

natural (NBO) atomic charge list, values in e, 8 entries: number 1, O, carries -0.9738; number 2, H, carries 0.4828; number 3, H, carries 0.4756; number 4, O, carries -0.9555; number 5, H, carries 0.4997; number 6, H, carries 0.4682; number 7, O, carries -0.9470; number 8, H, carries 0.4701



[2]
C2HF3N2O | ωB97M-V with the def2-TZVPD basis set

## Properties
F_max: 0.0682 Eh/bohr
charge: 0
orbital gap (spin up / spin down): 0.330 / 0.330 Eh
energy relative to the best compared isomer or geometry (same formula, charge and spin): 423.8 kJ/mol
electronic energy: -560.933681 a.u.

CARTESIAN COORDINATES (ANGSTROEM)
1 C 1.6334 -0.7799 0.3778
2 C -0.6429 -0.2251 0.4191
3 N 1.8251 -1.9729 0.5105
4 N 1.5877 -3.1137 0.2497
5 O -0.8147 0.1433 1.5353
6 F 2.2094 0.3234 0.8521
7 F -0.9909 -1.5247 0.0854
8 F 0.5293 -3.6545 1.0184
9 H -0.3051 0.0758 -0.5705

natural (NBO) atomic charge list, values in e, 8 entries: number 1, C, carries 0.5084; number 2, C, carries 0.6713; number 3, N, carries -0.1790; number 4, N, carries 0.2212; number 5, O, carries -0.5140; number 6, F, carries -0.2645; number 7, F, carries -0.3836; number 8, F, carries -0.2281



[3]
C4H11FeO2 | ωB97M-V with the def2-TZVPD basis set

## Properties
2S+1: 5
F_max: 0.0330 Eh/bohr
charge: +1
orbital gap (spin up / spin down): 0.325 / 0.278 Eh
energy relative to the best compared isomer or geometry (same formula, charge and spin): 1.3 kJ/mol
electronic energy: -1572.752867 a.u.

CARTESIAN COORDINATES (ANGSTROEM)
1 C 0.7642 2.1953 -0.9820
2 O 0.3556 0.8521 -0.6869
3 C -0.7852 0.7609 0.1788
4 C -1.2071 -0.6873 0.2408
5 O -0.0286 -1.4746 0.4740
6 C -0.2835 -2.8168 0.9037
7 H 1.6594 2.1386 -1.6083
8 H -0.0406 2.7026 -1.5268
9 H 0.9889 2.7267 -0.0484
10 H -1.6034 1.3684 -0.2291
11 H -0.5026 1.1402 1.1709
12 H -1.6711 -1.0188 -0.6989
13 H -1.9125 -0.8293 1.0691
14 H -0.8752 -3.3418 0.1431
15 H 0.6851 -3.3074 1.0345
16 H -0.8215 -2.7897 1.8585
17 Fe 1.4410 -0.7413 -0.5517
18 H 3.8371 3.1222 -0.7416

natural (NBO) atomic charge list, values in e, 8 entries: number 1, C, carries -0.2542; number 2, O, carries -0.6162; number 3, C, carries -0.0974; number 4, C, carries -0.0999; number 5, O, carries -0.6165; number 6, C, carries -0.2527; number 7, H, carries 0.2130; number 8, H, carries 0.2031



[4]
C28H63N3O5 | ωB97M-V with the def2-TZVPD basis set

## Properties
F_max: 0.1017 Eh/bohr
charge: 0
orbital gap: 0.315 Eh
energy relative to the best compared isomer or geometry (same formula, charge and spin): 406.7 kJ/mol
electronic energy: -1644.833392 a.u.

CARTESIAN COORDINATES (ANGSTROEM)
1 C 1.7576 -4.3624 0.5503
2 O 2.3520 -4.8204 -0.6031
3 H 2.3231 -3.5281 0.9654
4 H 0.8513 -3.8792 0.1853
5 H 1.5636 -5.1386 1.2906
6 H 1.6824 -5.3310 -1.0641
7 O 1.1978 -1.2430 -0.3893
8 H 0.2963 -1.4719 -0.6156
9 H 1.1601 -0.3132 -0.1647
10 C 3.0244 0.1684 3.7785
11 C 3.1457 -1.3930 3.6249
12 C 3.8791 -2.0157 4.9854
13 C 3.0630 -2.3658 6.1163
14 C 2.0837 -3.4024 5.6294
15 C 1.1785 -2.9488 4.4648
16 N 1.8805 -2.1213 3.4198
17 O 0.9993 -1.3705 2.6013
18 C 0.6613 -4.2516 3.8717
19 C 0.0461 -2.0164 5.0894
20 C 4.0716 -1.6550 2.4429
21 H 2.2243 0.5151 4.4325
22 H 2.8760 0.6472 2.8105
23 H 3.9076 0.5089 4.3189
24 H 4.6211 -2.7909 4.7944
25 H 4.5449 -1.2632 5.4078
26 H 2.6098 -1.4646 6.5292
27 H 3.5966 -2.9020 6.9011
28 H 1.5454 -3.5358 6.5677
29 H 2.5140 -4.3815 5.4186
30 H 0.2755 -4.0983 2.8638
31 H 1.4784 -4.9454 3.6738
32 H -0.0834 -4.7806 4.4663
33 H -0.7820 -1.7574 4.4297
34 H -0.3224 -2.4608 6.0140
35 H 0.4448 -1.1565 5.6276
36 H 3.9114 -1.2643 1.4380
37 H 4.1478 -2.7350 2.3173
38 H 5.0780 -1.3463 2.7256
39 H 1.0878 -1.7955 1.7450
40 C -2.4806 2.7068 -4.5141
41 C -1.2512 3.6634 -4.4543
42 C -1.6504 4.8907 -3.5072
43 C -0.4533 5.7414 -3.0388
44 C 0.5886 4.8056 -2.4143
45 C 1.0123 3.5298 -3.2754
46 N -0.1104 2.8897 -3.7970
47 O 0.1427 1.6293 -4.2945
48 C 2.0430 4.0279 -4.3595
49 C 1.7745 2.7057 -2.2499
50 C -0.8707 4.2272 -5.9069
51 H -2.6740 2.2849 -3.5279
52 H -2.2234 1.8743 -5.1691
53 H -3.3760 3.1975 -4.8956
54 H -2.3489 5.5660 -4.0014
55 H -2.1393 4.5339 -2.6006
56 H -0.7769 6.4641 -2.2898
57 H -0.0353 6.3541 -3.8375
58 H 0.2411 4.4359 -1.4496
59 H 1.4266 5.5026 -2.4042
60 H 1.5447 4.6353 -5.1150
61 H 2.8372 4.6579 -3.9589
62 H 2.4848 3.1165 -4.7624
63 H 2.5908 3.3261 -1.8799
64 H 1.0775 2.2581 -1.5415
65 H 2.3016 1.8139 -2.5888
66 H -1.7173 4.0603 -6.5729
67 H -0.0259 3.8289 -6.4687
68 H -0.6422 5.2930 -5.8972
69 H -0.2335 1.1135 -3.5775
70 C -3.7687 1.2024 0.2662
71 C -2.4196 0.3563 0.2584
72 C -2.4700 -0.7440 1.4271
73 C -3.4089 -1.8665 1.0355
74 C -2.7897 -2.5380 -0.2301
75 C -2.5364 -1.6223 -1.5651
76 N -1.9713 -0.3115 -1.0771
77 O -1.6119 0.5093 -2.0653
78 C -1.4551 -2.2612 -2.4487
79 C -3.8422 -1.3743 -2.2994
80 C -1.3449 1.3989 0.6106
81 H -3.5828 2.1562 -0.2276
82 H -4.1082 1.3117 1.2962
83 H -4.6966 0.7822 -0.1216
84 H -1.5113 -1.1878 1.6955
85 H -2.8910 -0.2767 2.3173
86 H -4.4232 -1.5386 0.8077
87 H -3.5619 -2.5352 1.8825
88 H -3.6066 -3.2107 -0.4913
89 H -1.9612 -3.2099 -0.0059
90 H -0.6518 -2.7065 -1.8616
91 H -1.9037 -3.1846 -2.8150
92 H -1.1652 -1.7063 -3.3409
93 H -3.7689 -0.5265 -2.9806
94 H -4.0668 -2.2399 -2.9226
95 H -4.6465 -1.0782 -1.6259
96 H -1.5837 2.0434 1.4566
97 H -1.0409 2.0755 -0.1881
98 H -0.4474 0.8120 0.8058
99 H -0.7124 0.8032 -1.9036

Mulliken atomic charge list, values in e, 8 entries: number 1, C, carries 0.8451; number 2, O, carries -0.5711; number 3, H, carries -0.3060; number 4, H, carries -0.6219; number 5, H, carries 0.2963; number 6, H, carries 0.3277; number 7, O, carries -0.6572; number 8, H, carries 0.1729



- What is the charge in the second record?
  0



- Among the records above, which one has the highest electronic energy?
  C2HF3N2O



- What is the charge in the third record?
  +1



- Which value of electronic energy does entry 3 give?
  -1572.752867 a.u.